# 1
A 4-piece molecular cluster, C4H15NO3 overall at a distorted geometry. Source: the OMol25 dataset; level of theory: the ωB97M-V functional and the def2-TZVPD basis.

Structure (XYZ):
```
23
Properties=species:S:1:pos:R:3:forces:R:3
C 0.296686 0.206155 1.443866 -0.885 0.883 -0.302
C 0.398669 0.781679 0.060621 0.809 -1.514 0.879
C 0.202605 2.149988 -0.139238 0.380 0.293 0.173
C 0.502047 -1.448170 -1.040438 1.424 -0.323 0.766
N 0.786698 -0.015681 -0.919507 -1.368 0.784 -0.687
H -0.756174 0.225819 1.742249 0.005 -0.538 -0.066
H 0.756216 -0.757231 1.612936 -0.113 -0.120 -0.189
H 0.729222 0.946928 2.085831 0.577 0.326 0.547
H 0.036815 2.761049 0.741763 -0.109 0.070 -0.222
H 0.287302 2.614569 -1.108410 -0.029 0.051 -0.132
H 0.741520 -1.983963 -0.122068 0.018 0.179 -0.034
H -0.525813 -1.623069 -1.244821 -0.990 0.117 -0.266
H 1.143598 -1.824902 -1.816388 0.127 -0.210 -0.335
H 0.905569 0.455071 -1.811342 0.112 -0.120 -0.107
H -2.858529 -2.063275 1.298681 0.012 -0.135 0.005
H -2.706984 -0.851294 0.384173 -0.063 0.033 -0.058
O -2.247946 -1.647961 0.682599 0.083 0.185 -0.009
H -2.113803 1.692015 -0.059856 -0.210 -0.126 0.101
H -3.479185 1.630296 -0.696327 -0.134 -0.289 0.029
O -2.820570 1.066774 -0.267268 0.197 0.430 -0.135
H 2.809311 -0.596760 -0.147137 0.333 0.153 0.093
H 4.338898 -0.567516 -0.355095 -0.004 0.031 0.048
O 3.573849 -1.150527 -0.324813 -0.174 -0.158 -0.099
```
Forces are in eV/Å.

The value obtained for the relative energy (zero: lowest compared OMol25 entry of this formula, charge and spin) is 0.5 kcal per mole. The spin multiplicity is 2. The HOMO energy (spin up / spin down) comes out at -14.61 / -14.63 eV. As for the total energy: -441.572968 Eh. As for the charge: +1. The expectation value of S² is 0.767. For the LUMO energy (spin up / spin down), the calculation gives -0.130 / -0.265 Ha.

Here are the natural (NBO) charges for atoms 1 to 4, given in e: C -0.687; C 0.290; C -0.214; C -0.438

# 2
A 3-piece molecular cluster, C4H15NO3S2 overall at a distorted geometry. Source: the OMol25 dataset; level of theory: the ωB97M-V functional and the def2-TZVPD basis.

Structure (XYZ):
```
25
Properties=species:S:1:pos:R:3:forces:R:3
C 0.732601 -1.424361 -2.394743 -1.163 0.168 0.768
S 1.234433 -1.326204 -0.650971 -0.024 -0.409 0.399
S -0.240211 -2.236847 0.512914 0.266 0.542 -0.564
C -1.733462 -1.167284 0.333532 1.078 -0.045 -0.182
C -1.804817 0.214248 0.982086 -1.472 0.390 0.703
N -1.793711 0.289108 2.445407 0.559 0.033 -0.776
C -0.892922 1.264960 0.404621 1.870 0.216 1.207
O 0.445309 1.196552 1.017498 -0.338 -0.803 -0.564
H 1.622044 -1.271868 -2.986628 0.156 -0.205 -0.208
H 0.193460 -2.352992 -2.566927 0.491 -0.281 -0.179
H 0.008239 -0.636741 -2.586026 0.159 0.252 -0.172
H -2.483587 -1.845882 0.734867 -0.330 0.156 -0.097
H -1.857867 -1.026037 -0.739300 -0.351 -0.237 -0.056
H -2.826106 0.542889 0.735727 0.075 0.032 -0.373
H -2.446747 -0.365296 2.849848 0.129 -0.171 0.106
H -0.844507 0.093368 2.727247 0.056 -0.133 0.531
H -1.070310 2.274758 0.756241 -1.337 0.045 -0.454
H -0.788411 1.210134 -0.673497 -0.250 0.087 -0.093
H 0.890394 0.445513 0.586155 0.065 0.131 0.131
O 0.038349 2.957080 -1.880785 -0.020 -0.290 -0.036
H -0.116504 3.847360 -2.196949 0.147 0.188 -0.002
H 0.901959 2.955499 -1.446328 0.133 0.233 -0.142
O 2.400164 2.843703 0.117958 -0.261 0.569 -0.585
H 1.547131 2.439674 0.366885 0.378 -0.274 0.535
H 3.091152 2.286285 0.474179 -0.016 -0.195 0.102
```
Forces are in eV/Å.

The value obtained for the relative energy (zero: lowest compared OMol25 entry of this formula, charge and spin) is 0.0 kcal per mole. The HOMO energy comes out at -9.03 eV. As for the total energy: -1238.241016 Eh. The SMILES is CSSC[C@@H](N)CO.O.O. For the LUMO energy, the calculation gives 0.019 Ha.

Here are the natural (NBO) charges for atoms 1 to 4, given in e: C -0.742; S 0.056; S 0.086; C -0.529

# 3
An isolated ion of composition C4H15NOP and charge -1 at a distorted geometry. Source: the OMol25 dataset; level of theory: the ωB97M-V functional and the def2-TZVPD basis.

Structure (XYZ):
```
22
Properties=species:S:1:pos:R:3:forces:R:3
C 3.022172 -0.636920 -0.470453 0.012 -0.154 0.657
C 2.544128 0.376876 0.613444 -0.255 0.053 -1.010
C 1.311565 1.221398 0.170929 0.713 -0.624 0.448
O 0.359488 0.443252 -0.500172 0.089 0.593 0.368
C -0.949859 1.026701 -0.464577 -0.955 -0.468 -0.403
P -2.258163 -0.318125 0.049781 0.337 -0.200 0.003
N -3.432100 -1.634185 0.489871 -0.341 -0.131 0.416
H 4.118623 -0.747913 -0.372696 -0.422 -0.015 -0.327
H 2.582481 -1.627876 -0.278036 0.047 0.360 -0.180
H 2.736226 -0.350806 -1.493523 0.208 0.067 0.379
H 2.316840 -0.163153 1.546428 0.184 0.275 -0.275
H 3.368185 1.100037 0.761581 -0.372 -0.279 0.345
H 1.696709 2.025420 -0.491303 -0.313 0.035 0.268
H 0.870807 1.629333 1.102055 0.171 0.248 -0.498
H -1.044167 1.853527 0.266614 0.353 -0.216 -0.311
H -1.250887 1.366922 -1.478891 0.366 0.044 0.362
H -3.307715 0.354811 -0.710129 -0.173 0.175 -0.309
H -2.631481 0.478151 1.214676 -0.154 0.081 0.259
H -1.203941 -0.961133 0.832658 0.065 -0.246 0.153
H -1.869194 -1.113371 -1.137126 0.244 0.158 -0.278
H -2.916512 -2.498255 0.632443 0.119 0.069 0.022
H -4.063203 -1.824690 -0.283575 0.078 0.177 -0.090
```
Forces are in eV/Å.

The value obtained for the relative energy (zero: lowest compared OMol25 entry of this formula, charge and spin) is 4.4 kcal per mole. The HOMO energy comes out at -2.86 eV. As for the total energy: -632.629961 Eh. As for the charge: -1. For the LUMO energy, the calculation gives 0.134 Ha.

Here are the natural (NBO) charges for atoms 1 to 4, given in e: C -0.613; C -0.409; C -0.038; O -0.564

# 4
C4H16AsBBaF4N5O9P2 as an isolated structure. Source: the OMol25 dataset; level of theory: the ωB97M-V functional and the def2-TZVPD basis.

Structure (XYZ):
```
43
Properties=species:S:1:pos:R:3:forces:R:3
Ba -1.172703 -0.171257 -0.512022 -0.528 -0.399 0.309
N 0.387741 0.599574 2.976813 0.213 0.081 -0.277
N 1.646866 1.085828 2.564440 0.213 -0.031 0.310
C 2.420530 0.404793 1.688949 -0.026 -0.117 -0.056
N 3.249738 1.127775 0.922582 0.023 -0.090 -0.048
N 2.272559 -0.922386 1.756393 0.100 0.048 -0.158
N 3.034120 -1.719374 0.951346 -0.114 0.271 0.137
O 3.913925 -1.274855 0.206844 -0.006 0.000 0.009
O 2.795993 -2.908922 1.032568 -0.020 -0.140 0.013
H 0.507429 -0.361497 3.276308 0.062 0.020 0.002
H -0.138038 0.600672 2.108449 -0.569 -0.017 0.339
H 1.662817 2.090331 2.517855 -0.011 0.008 -0.142
H 2.925240 2.040023 0.638403 -0.043 0.022 -0.032
H 3.779658 0.579767 0.258388 0.025 0.085 -0.013
O 0.388885 2.475151 -3.886585 0.118 0.060 -0.114
P -0.442344 1.339997 -3.167692 0.238 -0.178 0.192
O -1.591826 0.831660 -3.931228 -0.056 0.102 -0.058
O 0.453801 0.335447 -2.472008 -0.125 -0.055 -0.030
O -1.076713 2.184897 -1.853349 -0.155 0.282 -0.334
P -0.153910 2.957431 -0.759657 -0.073 -0.215 -0.026
O -1.133689 4.126831 -0.271159 0.069 0.070 0.030
O 1.063690 3.496632 -1.426889 -0.059 -0.048 0.226
O -0.077191 1.979845 0.389227 0.320 0.200 0.069
H 0.920107 2.927364 -3.190847 0.015 0.047 -0.063
H -1.088836 4.875457 -0.875644 0.008 0.018 -0.013
C 0.185189 -4.861380 -0.039268 0.005 -0.010 -0.015
As 0.328365 -3.129556 -0.909528 0.021 0.065 -0.132
C -1.131654 -3.320474 -2.215242 0.052 -0.036 -0.060
C 1.834720 -3.464090 -2.100929 0.000 -0.043 0.043
H 0.187530 -5.658757 -0.782892 0.014 -0.023 0.027
H -0.738273 -4.897965 0.536521 0.003 -0.006 0.012
H 1.032260 -4.969493 0.634633 0.003 -0.044 0.019
H -1.033407 -4.251310 -2.775731 0.003 0.006 0.011
H -1.095455 -2.488613 -2.923188 -0.005 0.005 -0.001
H -2.099710 -3.317845 -1.710618 0.011 0.016 0.027
H 1.675601 -4.374016 -2.681244 -0.029 0.008 0.001
H 2.735597 -3.565956 -1.496513 -0.020 0.038 -0.027
H 1.944130 -2.612040 -2.770116 -0.002 0.014 0.005
F -4.723524 -1.697569 1.846488 -0.122 -0.017 0.067
B -3.716706 -0.990730 1.269525 0.567 0.203 -0.274
F -3.767720 -1.042911 -0.171090 -0.112 0.009 -0.060
F -3.654293 0.359635 1.631652 -0.075 -0.155 -0.030
F -2.419599 -1.557212 1.564754 0.066 -0.056 0.115
```
Forces are in eV/Å.

The value obtained for the relative energy (zero: lowest compared OMol25 entry of this formula, charge and spin) is 27.5 kcal per mole. The HOMO energy comes out at -6.88 eV. As for the total energy: -4481.916700 Eh. As for the charge: -1. For the LUMO energy, the calculation gives 0.089 Ha.

Here are the natural (NBO) charges for atoms 1 to 4, given in e: Ba 1.857; N -0.613; N -0.419; C 0.611

# 5
C4H16BBrF3NO10P3SSi2 as an isolated structure. Source: the OMol25 dataset; level of theory: the ωB97M-V functional and the def2-TZVPD basis.

Structure (XYZ):
```
42
Properties=species:S:1:pos:R:3:forces:R:3
C -1.487272 -1.712238 -1.374532 -0.077 -0.033 0.128
O -1.904989 -0.361586 -1.564664 0.458 -0.288 -0.460
B -1.026068 0.674711 -1.404219 -0.140 0.230 0.426
O -0.607910 1.387500 -2.487985 -0.885 -0.019 -0.352
Si -0.231025 0.965444 0.458315 0.463 0.058 -0.106
O -1.274418 0.508012 1.702802 -0.245 0.107 -0.392
Si -2.912338 0.568704 1.727490 0.095 0.007 0.427
C -3.681741 1.979315 0.744174 -0.054 0.068 -0.048
O -3.672338 1.727274 -0.657898 -0.105 -0.153 0.096
O -5.000718 2.020534 -1.147258 0.154 0.128 -0.009
P -3.943096 -1.389760 1.153537 -0.036 0.108 -0.185
N -4.875844 -1.465626 -0.105307 -0.068 0.032 0.038
P 1.621242 -0.356886 0.577211 -0.013 -0.326 0.112
C 2.256286 -0.100963 -1.124716 -0.004 0.132 -0.003
O 2.698428 0.488219 1.510770 -0.171 0.123 0.016
P 0.492134 3.058064 1.133541 -0.083 -0.095 0.298
O -0.926463 3.804595 1.622460 -0.089 -0.292 -0.075
Br 0.714063 4.044236 -0.856518 -0.001 0.094 -0.162
H -2.308995 -2.351403 -1.690120 -0.010 0.017 0.089
H -0.603872 -1.938547 -1.973818 -0.029 0.003 -0.028
H -1.249146 -1.915284 -0.324498 0.041 0.014 -0.017
H -0.630610 2.345287 -2.392645 0.582 0.008 0.256
H -3.311590 0.797235 3.139143 0.012 0.044 -0.015
H -3.175555 2.926668 0.957269 -0.030 0.046 0.021
H -4.714551 2.074069 1.094633 -0.004 -0.089 -0.047
H -4.779986 2.269173 -2.054662 -0.044 0.004 -0.036
H -2.920893 -2.366609 1.224876 0.017 0.012 0.082
H -4.596629 -1.701781 2.370735 0.054 -0.054 0.029
H -4.868937 -0.615781 -0.656925 0.050 -0.046 -0.065
H 1.769100 -0.809478 -1.798185 0.001 0.000 0.020
H 2.127444 0.908220 -1.523090 0.015 -0.002 0.011
H 3.319852 -0.352311 -1.082696 -0.043 -0.046 -0.043
H 3.200893 1.153436 1.027509 0.085 -0.047 -0.037
H -0.970183 3.751074 2.584456 0.071 0.196 0.046
C 6.414728 -2.698837 0.828478 -0.011 -0.024 0.024
F 5.850325 -2.281613 1.973087 -0.026 0.015 0.004
F 7.630274 -2.129819 0.756283 0.014 0.016 -0.022
F 6.605198 -4.024723 0.940587 -0.008 -0.018 -0.013
S 5.377676 -2.282383 -0.641083 0.098 0.082 0.018
O 5.311734 -0.831484 -0.564561 0.016 -0.012 -0.004
O 4.130077 -2.960376 -0.362011 -0.026 0.032 -0.031
O 6.155713 -2.804279 -1.739962 -0.023 -0.032 0.011
```
Forces are in eV/Å.

The HOMO energy comes out at -5.71 eV. As for the total energy: -5869.052337 Eh. As for the charge: -1. For the LUMO energy, the calculation gives 0.066 Ha.

Here are the natural (NBO) charges for atoms 1 to 4, given in e: C -0.254; O -0.756; B 0.813; O -0.921

# 6
C4H16BClCoN4O12 as an isolated structure at a distorted geometry. Source: the OMol25 dataset; level of theory: the ωB97M-V functional and the def2-TZVPD basis.

Structure (XYZ):
```
39
Properties=species:S:1:pos:R:3:forces:R:3
Co 4.143564 5.355511 0.538268 -0.949 0.240 1.079
Cl 0.710669 0.520750 -0.388849 -4.196 -0.573 -2.448
O -0.644938 0.835721 -0.084637 1.070 -0.587 0.143
O 1.468736 0.012026 0.660761 1.735 -0.696 3.065
O 0.841053 -0.376114 -1.477800 -0.172 -0.018 -0.455
O 1.389345 1.742194 -0.700680 1.565 1.879 -0.289
B 1.764570 5.997212 3.335912 0.647 0.434 0.028
H 1.618976 6.328160 2.319294 -0.875 1.925 -4.572
H 2.211783 6.746508 3.970584 2.054 2.938 2.098
H 0.816101 5.729685 3.775303 -3.781 -1.389 1.247
H 2.380772 5.113281 3.279314 2.904 -4.145 0.112
C 6.537123 -2.893461 0.060881 -0.503 0.436 1.534
N 6.355798 -3.816795 1.275430 1.352 -4.058 0.384
O 6.583073 -5.067260 1.049144 -0.862 3.858 0.034
O 6.145242 -3.422087 2.411472 -0.093 0.576 -1.841
H 5.583917 -2.798074 -0.459112 0.176 -0.664 -0.183
H 7.387662 -3.262197 -0.512471 -0.451 -0.033 0.045
H 6.693780 -1.900427 0.482120 0.390 -0.130 0.027
C 0.149159 2.275111 -7.073530 -0.092 0.351 -1.011
N -0.285354 3.352464 -8.041757 -0.294 -0.304 -1.379
O -1.402667 3.189746 -8.541276 1.405 0.827 0.613
O 0.552033 4.201257 -8.373572 -1.510 -1.088 0.778
H -0.606639 1.489716 -7.079298 -0.174 0.499 0.407
H 0.331971 2.788862 -6.129735 0.238 -0.502 -0.085
H 1.003103 1.850028 -7.600966 0.420 0.211 0.676
C -7.840209 0.069938 2.443983 -0.571 0.131 0.151
N -8.608940 0.238056 1.179707 -0.886 -0.103 -2.100
O -8.564428 1.357479 0.643962 -0.144 -2.030 0.881
O -9.246921 -0.748555 0.729484 1.523 2.298 1.148
H -8.082834 0.952984 3.035130 -0.082 -0.246 0.130
H -6.765675 0.106552 2.264716 -0.204 -0.265 -0.337
H -8.204243 -0.864315 2.871478 0.366 0.221 0.129
C -1.332860 -4.951811 2.781637 1.660 -0.127 -1.279
N 0.207441 -5.056356 2.981477 -1.237 0.442 2.714
O 0.867641 -5.820202 2.367419 0.268 -1.597 -2.358
O 0.672413 -4.440677 3.911759 -0.350 1.256 0.648
H -1.853219 -5.677710 3.406462 0.382 0.196 0.122
H -1.371803 -5.246472 1.732944 -0.720 0.158 0.066
H -1.605196 -3.910728 2.955041 -0.013 -0.325 0.080
```
Forces are in eV/Å.

The value obtained for the relative energy (zero: lowest compared OMol25 entry of this formula, charge and spin) is 262.1 kcal per mole. The spin multiplicity is 4. The HOMO energy (spin up / spin down) comes out at -8.57 / -8.57 eV. As for the total energy: -3150.597834 Eh. The expectation value of S² is 3.765. For the LUMO energy (spin up / spin down), the calculation gives -0.134 / -0.221 Ha.

Here are the natural (NBO) charges for atoms 1 to 4, given in e: Co 0.909; Cl 2.529; O -0.717; O -0.575

Q: Among the records above, which one has the lowest total energy?
A: C4H16BBrF3NO10P3SSi2